Record 1
Entry from OMol25: the molecule C3H8O3 at a distorted geometry (ωB97M-V with the def2-TZVPD basis set).

```
14
Properties=species:S:1:pos:R:3:forces:R:3:mulliken_charge:R:1
O 1.87892 -1.10368 -0.21599 0.0156 2.0954 0.2168 -0.51
C 0.54302 -1.28143 0.15651 -0.6628 -3.0745 1.6308 -0.51
C -0.48023 -0.39032 -0.47275 1.2946 1.3409 -0.0476 0.27
O -1.75314 -0.79354 -0.15136 -2.4025 0.5508 3.5456 -0.56
C -0.36825 1.05874 -0.03181 -2.4092 0.7979 1.3364 -0.60
O 0.87569 1.61134 -0.09674 1.8174 3.4969 -0.2244 -0.53
H 2.02129 -0.13289 -0.02520 0.3217 -1.3991 -0.4722 0.37
H 0.42734 -1.24708 1.31106 0.0718 0.0931 -1.4914 0.23
H 0.23416 -2.35776 -0.13407 0.5884 1.5561 0.4707 0.26
H -0.35444 -0.41837 -1.56551 -0.1501 -0.1053 0.1760 0.29
H -1.98852 -0.43635 0.83796 0.9607 -1.3763 -3.6155 0.38
H -1.05731 1.62524 -0.67631 -0.1618 -0.1200 0.2080 0.30
H -0.71872 1.23346 1.06735 -0.0269 -0.9222 -1.4508 0.27
H 0.74019 2.63265 -0.00314 0.7430 -2.9339 -0.2824 0.35
```
Positions in Å, forces in eV/Å.

As for the LUMO energy: 0.447 eV. Its SMILES is OCC(O)CO. For the energy relative to the best compared isomer or geometry (same formula, charge and spin), the calculation gives 207.99 kJ/mol. The calculation puts the total energy at -344.769143 hartree.

Record 2
Entry from OMol25: a structure of composition C22H33CrNO6PS2 at a distorted geometry (ωB97M-V with the def2-TZVPD basis set).

```
66
Properties=species:S:1:pos:R:3:forces:R:3:mulliken_charge:R:1
Cr 9.08102 11.83997 8.91777 -0.7591 0.1157 -0.4139 0.66
C 7.79757 11.90301 11.80463 -0.2184 0.7068 -0.6960 -0.62
O 9.00663 11.87182 11.07009 1.5417 1.0895 -0.3049 0.21
C 10.16145 12.61096 11.58036 -0.1932 -2.1067 0.5856 0.06
C 11.36119 11.96402 10.84896 -0.4856 1.1866 -0.9619 -0.82
O 11.26402 12.18402 9.40327 -0.6924 -0.7520 0.9181 -0.03
C 11.76271 13.37117 8.84302 0.7774 1.1163 0.2610 -0.79
H 7.23954 12.83981 11.60291 0.2633 -0.4021 0.1662 0.07
H 8.05716 11.83405 12.86074 -0.4218 -0.3444 0.0960 0.29
H 7.27162 11.05537 11.35517 -0.3438 0.0663 0.7723 0.20
H 10.19126 12.46038 12.69934 0.2111 -0.1115 -1.0351 0.48
H 10.11911 13.67677 11.43419 -0.3487 0.4442 -0.5719 -0.11
H 11.44078 10.88646 10.92222 -0.3742 -0.1170 0.3626 0.30
H 12.26121 12.41213 11.21598 0.7639 0.2955 0.2203 0.47
H 11.52724 14.26342 9.42613 -0.1521 -0.0903 0.3571 0.34
H 11.31005 13.59995 7.86715 0.1845 -0.6941 0.2021 0.18
H 12.85584 13.30075 8.79274 -0.0939 0.0313 -0.3265 0.36
C 11.25936 6.40471 6.19315 1.0317 -0.1917 0.2902 -1.03
C 11.26872 7.29730 7.42060 1.8635 0.9138 0.0937 -0.28
O 10.85874 8.66210 7.09335 0.2524 -0.2381 -0.2402 -0.35
P 9.42669 9.36359 7.23735 2.2607 0.7657 -0.3721 1.18
S 9.60256 11.24531 6.53273 -0.3512 -0.5845 0.2436 -0.59
S 8.85383 9.44777 9.10787 -0.4087 -0.7325 0.9766 -0.76
O 8.57354 8.40154 6.34022 -1.4130 -0.0882 -0.3223 -0.28
C 7.16570 8.77046 6.17082 -0.3287 -2.6025 -0.7952 -0.13
C 6.83401 8.71594 4.69537 -0.8458 0.6359 0.5512 -1.31
H 11.62318 5.36990 6.34243 -0.5975 0.4430 0.4942 0.35
H 11.89960 6.74126 5.39023 0.3579 0.6801 0.0039 0.30
H 10.28821 6.45310 5.80065 -1.4980 -0.5032 -0.6017 0.26
H 12.31941 7.39302 7.84526 -1.2304 0.0451 -0.5630 0.26
H 10.66240 6.96033 8.23047 -0.6616 -0.5298 0.4507 0.33
H 6.93737 9.65862 6.68846 -0.1101 1.3418 0.3068 0.22
H 6.54324 7.96815 6.61784 0.6021 0.3722 0.2494 0.23
H 7.42815 9.36499 4.11184 0.7877 0.9085 -0.5368 0.34
H 5.78718 8.99477 4.51914 0.1415 -0.0684 0.1957 0.38
H 6.97317 7.73352 4.30975 0.1324 -0.9098 -0.1530 0.33
C 5.73532 16.55582 8.17915 0.1691 0.1854 -2.7920 -1.01
O 6.93429 16.70231 8.89381 -0.4878 0.4862 -1.4025 -0.35
C 6.98256 16.30089 10.15113 -0.6110 0.2665 0.0939 1.13
C 5.87901 16.20164 10.95635 -0.3435 -0.4846 2.6504 -0.45
C 5.96974 15.90541 12.36808 -0.6699 0.4375 -2.5113 -0.75
C 7.20936 15.64297 12.82514 2.7716 -0.2569 1.2404 -0.76
C 8.37168 15.80100 12.01862 -1.7595 -0.1039 -1.0018 -0.56
C 8.25406 16.12944 10.64104 3.0293 -0.6092 2.5436 0.15
N 9.47999 16.34459 9.92653 -2.5958 -1.3493 -0.8418 -0.08
C 9.78508 16.03665 8.58706 -1.4528 -0.0387 1.7749 -1.45
C 8.92738 15.48999 7.60558 -0.3726 -1.2232 -0.8787 1.12
C 8.94110 16.12110 6.36404 -0.2942 0.1600 -0.4298 -1.10
C 8.20810 15.66754 5.28538 -0.1871 -1.0768 -0.1531 -0.94
C 7.45103 14.50299 5.36758 -0.4321 -0.1233 0.8562 -0.54
C 7.33016 13.91221 6.64587 -1.4357 -2.1696 -1.3451 -0.03
C 8.12788 14.28030 7.69101 0.8994 1.2876 1.7138 1.53
O 8.16816 13.58824 8.83008 0.2396 -0.1913 0.0173 -1.31
H 6.03418 16.54423 7.06550 -0.3027 -0.0380 1.6828 0.15
H 5.03699 17.39761 8.26485 0.1599 -0.0737 0.5155 0.36
H 5.23230 15.60908 8.35939 0.0123 -0.0927 0.3186 0.43
H 4.90022 16.36943 10.58811 -0.6335 0.2924 -0.6108 0.49
H 5.09732 15.93959 13.01673 0.1155 -0.2621 -0.2981 0.41
H 7.40801 15.30362 13.85759 -0.3535 0.4179 -0.4684 0.32
H 9.33260 15.62039 12.46302 0.3371 -0.0063 0.0193 0.39
H 10.21855 16.67344 10.47894 0.9484 0.4054 0.7277 0.33
H 10.44114 16.75225 8.23525 1.6560 1.2160 -0.8920 0.52
H 9.50201 17.02730 6.20812 0.2464 0.2184 0.2202 0.39
H 8.25371 16.17514 4.35796 0.1898 0.5083 -0.7983 0.44
H 6.96685 14.03698 4.49205 0.1306 0.5391 0.5871 0.39
H 6.64251 12.99230 6.82252 1.3832 1.5877 -0.4407 0.08
```
Positions in Å, forces in eV/Å.

Its expectation value of S² is 8.796. As for the LUMO energy (spin up / spin down): 0.478 / 0.471 eV. For the energy relative to the best compared isomer or geometry (same formula, charge and spin), the calculation gives 0.00 kJ/mol. The calculation puts the total energy at -3546.502204 hartree. As for the spin multiplicity: 6.

Record 3
Entry from OMol25: a cluster of 3 separate species, C29H61BBrClN3O5P in total at a distorted geometry (ωB97M-V with the def2-TZVPD basis set).

```
102
Properties=species:S:1:pos:R:3:forces:R:3:mulliken_charge:R:1
C 5.29524 -5.47559 -1.57007 -0.0689 -0.2311 -0.3535 -1.10
C 5.29749 -4.70205 -2.89718 0.0027 0.1823 0.3506 -0.73
C 4.24730 -3.59011 -2.93728 -0.0334 -0.3497 -0.2798 -0.66
C 2.81768 -4.15776 -2.92308 0.1265 -0.1118 0.1976 -0.75
C 1.78880 -3.34721 -3.72880 -0.1061 -0.0060 0.1318 -1.55
C 0.83532 -2.37222 -2.98725 0.4243 -0.0007 -0.2401 2.41
C 0.63880 -1.12996 -3.91668 -0.2993 -0.1600 0.0364 -2.18
C 1.79044 -0.16164 -3.87778 0.6699 -0.1075 -0.0873 0.39
O 2.94520 -0.38658 -3.97348 -0.4959 0.1022 -0.0248 -0.40
Br 1.18029 1.70572 -3.62497 -0.0133 0.0251 0.0547 -0.22
C 1.35100 -1.77260 -1.66871 0.0526 -0.0944 0.4231 -0.63
O 2.45073 -1.83148 -1.19328 -0.2215 0.2703 -0.3909 -0.54
N 0.25886 -1.10508 -1.03713 -0.0591 -0.5600 -0.5328 0.13
C -0.99845 -1.73119 -1.53138 0.1785 0.0157 0.1928 -2.21
B -1.95808 -2.09860 -0.29118 0.1427 -0.1068 -0.0091 1.15
C -3.51123 -2.21600 -0.43676 -0.1499 0.4437 0.0952 -1.05
O -1.38366 -2.32365 0.93886 -0.4990 -0.9467 -0.3121 -0.60
C -0.58254 -2.89476 -2.53533 -0.0082 0.5933 -0.6147 2.09
C -1.67422 -2.89361 -3.65191 0.0660 -0.5030 0.2703 -0.37
C -1.82563 -4.08684 -4.61137 -0.0175 0.2397 -0.0515 -1.36
C -2.87390 -5.14046 -4.24770 -0.1394 -0.1052 -0.2225 -0.60
C -4.26361 -4.56126 -3.97404 0.0985 -0.0430 0.2513 -0.89
O -4.55245 -4.58599 -2.58401 0.0911 -0.1281 -0.0161 -0.13
C -5.93371 -4.54867 -2.32560 -0.1467 0.1612 0.0652 -0.99
P -0.31299 -4.38153 -1.44735 0.0552 0.0828 0.0952 -0.28
O -1.86272 -4.76751 -1.09231 0.1355 0.2317 0.1908 -0.39
Cl 0.10947 -5.95775 -2.70524 -0.0231 -0.0715 0.0039 -0.25
H 6.28446 -5.88201 -1.35425 -0.0419 0.0186 0.0773 0.37
H 4.98029 -4.84054 -0.74129 0.0944 0.0241 0.0381 0.28
H 4.61028 -6.32537 -1.62478 -0.0559 0.0769 0.1348 0.25
H 6.28520 -4.25980 -3.04906 -0.0317 0.0139 -0.0571 0.41
H 5.11536 -5.38957 -3.72763 0.1248 -0.0141 -0.0322 0.36
H 4.40274 -2.91918 -2.09502 -0.0363 0.1496 -0.0883 0.24
H 4.38942 -3.02407 -3.86276 0.0038 0.1197 0.0894 0.31
H 2.86421 -5.16873 -3.33970 -0.1021 0.0647 -0.0953 0.82
H 2.49076 -4.29392 -1.88925 -0.0054 -0.0114 -0.0144 0.33
H 2.34514 -2.78246 -4.47836 -0.0330 0.0776 0.0758 0.82
H 1.14642 -4.02172 -4.29638 0.0442 -0.0321 -0.0104 -0.13
H -0.26712 -0.58138 -3.68929 0.0141 0.0450 0.0605 0.97
H 0.54312 -1.47682 -4.95033 0.0986 0.0268 0.0027 0.49
H 0.29534 -0.12320 -1.29551 0.0813 0.1410 0.5228 0.32
H -1.54126 -0.99689 -2.13582 -0.1058 -0.0500 -0.0377 0.09
H -3.90606 -1.77442 -1.35348 0.0129 -0.0179 -0.0138 0.31
H -4.04584 -1.77155 0.40654 0.0488 -0.0401 0.0609 0.40
H -3.76712 -3.27734 -0.46476 -0.0441 0.0172 -0.0310 0.14
H -0.52525 -2.76032 0.85092 0.3653 0.7550 0.1717 0.44
H -2.63402 -2.69637 -3.16728 0.0130 -0.1175 0.0442 0.30
H -1.47943 -2.01910 -4.26834 -0.0907 0.0865 0.0733 0.57
H -2.14463 -3.68330 -5.57892 0.0590 0.1040 0.0508 0.47
H -0.84944 -4.53072 -4.79768 -0.0802 -0.2050 -0.0174 0.16
H -2.58720 -5.77894 -3.41534 0.0239 0.1303 0.1416 0.14
H -2.97514 -5.80252 -5.11292 0.1332 -0.0358 0.0448 0.54
H -4.31722 -3.52121 -4.32493 -0.1598 -0.0381 -0.1505 0.36
H -5.02686 -5.14581 -4.49773 -0.0054 0.0284 -0.0756 0.59
H -6.44042 -5.44471 -2.70293 0.0403 0.0045 -0.0721 0.36
H -6.08139 -4.50406 -1.24659 0.1028 0.0093 -0.0212 0.26
H -6.40683 -3.66526 -2.77282 -0.0015 -0.0105 -0.0103 0.38
H -1.95017 -4.72284 -0.12970 -0.2094 -0.2403 -0.0510 0.44
C -2.64950 5.48226 1.67065 -0.0297 0.0085 0.0211 -1.44
C -2.67487 3.98355 1.41336 0.0209 0.0467 0.0930 -0.24
N -1.83049 3.57910 0.30370 -0.0044 -0.0159 -0.0511 0.18
C -2.04910 2.20801 -0.11547 -0.0780 -0.1191 -0.0918 -0.92
C -1.70371 1.08249 0.86780 0.0886 0.0170 -0.1572 0.21
C -0.44253 4.00183 0.38362 0.1445 0.1402 0.0046 -0.94
C 0.37278 3.55659 1.60458 0.0830 0.0069 -0.0728 -0.44
H -2.91701 6.03552 0.76960 0.0365 -0.0074 -0.0224 0.34
H -3.36882 5.73241 2.45125 -0.0078 -0.0010 0.0008 0.45
H -1.67182 5.82638 2.00985 0.0049 -0.0032 0.0021 0.20
H -3.69888 3.69151 1.16485 0.0134 -0.0598 -0.0195 0.48
H -2.42520 3.46143 2.35145 -0.0098 0.0051 0.0006 0.18
H -1.49307 2.05273 -1.04735 0.0346 0.0242 0.0162 0.25
H -3.10621 2.11540 -0.38678 -0.0134 0.0502 0.0506 0.38
H -0.63010 0.92620 0.95685 0.0136 0.0200 0.0704 0.06
H -2.12182 0.14285 0.50343 -0.0846 0.0865 0.0648 -0.73
H -2.11172 1.25665 1.86347 -0.0363 0.0054 -0.0114 0.49
H -0.42113 5.09306 0.33837 -0.0550 0.0006 0.0274 0.41
H 0.06153 3.67361 -0.52948 -0.0495 -0.0798 -0.0029 0.29
H -0.19273 3.66549 2.53091 -0.0261 0.0202 -0.0095 -0.04
H 1.26779 4.17625 1.69426 -0.0020 0.0027 0.0031 0.37
H 0.70651 2.52266 1.52767 -0.0577 -0.0238 0.0507 0.26
C 2.61775 6.77306 3.88323 0.0334 0.0228 -0.0131 -1.10
C 2.83592 6.41447 5.34531 0.0439 -0.0350 -0.0809 -0.36
N 1.60580 6.08627 6.04266 -0.0076 0.0121 0.0321 0.09
C 1.76203 6.00834 7.48372 0.0029 0.0815 0.1383 -0.71
C 2.66019 4.90559 8.05869 -0.0489 -0.0094 0.0572 -0.96
C 0.80125 5.04295 5.43185 -0.1133 -0.0709 -0.1615 -0.55
C 1.44078 3.66362 5.22216 -0.1067 -0.0348 0.0455 -0.93
H 1.89750 7.58652 3.78640 -0.0360 -0.0226 0.0110 0.32
H 3.56018 7.09677 3.43995 0.0047 0.0063 0.0023 0.46
H 2.26022 5.92383 3.29971 -0.0014 -0.0051 0.0024 0.01
H 3.27554 7.27808 5.85159 -0.0060 -0.0224 0.0603 0.48
H 3.58648 5.60951 5.40188 0.0029 0.0091 -0.0073 0.24
H 0.76618 5.92408 7.92734 -0.0218 -0.0328 -0.0422 0.35
H 2.15103 6.97548 7.81736 0.0349 0.0054 -0.0558 0.43
H 2.18543 3.92626 8.01619 0.0216 -0.0117 -0.0543 0.22
H 2.86898 5.11646 9.10936 -0.0010 0.0082 -0.0009 0.40
H 3.61784 4.84618 7.54077 0.0010 0.0095 -0.0144 0.28
H 0.46074 5.40954 4.45962 0.0473 0.0281 -0.0042 0.18
H -0.11061 4.93326 6.02448 0.0432 0.0126 0.0793 0.32
H 2.45528 3.73578 4.82775 -0.0002 0.0239 -0.0140 0.20
H 0.84956 3.09854 4.50003 0.0180 -0.0293 0.0016 0.37
H 1.47134 3.07796 6.13977 0.0841 0.0277 0.0179 0.33
```
Positions in Å, forces in eV/Å.

As for the LUMO energy: 0.312 eV. Its SMILES is CCCCC[C@]1(CC(=O)Br)C(=O)N[C@H](B(C)O)[C@]1(CCCCOC)P(O)Cl.CCN(CC)CC.CCN(CC)CC. The calculation puts the total energy at -5082.505816 hartree.

- Which value of total energy does entry 1 give?
  -344.769143 hartree

- Look up the total energy of the third one.
  -5082.505816 hartree